1.
{
  "formula": "C25H66B2F4NO19S",
  "method": "wB97M-V/def2-TZVPD",
  "species": ["C", "C", "B", "O", "N", "C", "C", "C", "O", "F", "C", "C", "C", "B", "O", "O", "C", "C", "O", "C", "C", "S", "O", "O", "C", "F", "F", "F", "H", "H", "H", "H", "H", "H", "H", "H", "H", "H", "H", "H", "H", "H", "H", "H", "H", "H", "C", "O", "H", "H", "H", "H", "C", "O", "H", "H", "H", "H", "C", "O", "H", "H", "H", "H", "C", "O", "H", "H", "H", "H", "C", "O", "H", "H", "H", "H", "C", "O", "H", "H", "H", "H", "C", "O", "H", "H", "H", "H", "C", "O", "H", "H", "H", "H", "C", "O", "H", "H", "H", "H", "C", "O", "H", "H", "H", "H", "C", "O", "H", "H", "H", "H", "C", "O", "H", "H", "H", "H"],
  "xyz": [[3.49865, -0.36019, 3.73315], [2.11348, 0.51177, 3.78813], [0.87172, -0.49791, 3.55274], [1.09970, -1.90355, 3.85509], [-0.51220, -0.07396, 3.02049], [-0.61773, -0.15252, 1.57391], [0.58603, -0.60202, 0.59396], [1.65383, 0.60220, 0.33698], [1.23855, 1.53927, -0.39069], [2.97831, 0.60601, 0.83939], [-1.94015, 0.24205, 0.86524], [-3.15278, 0.67313, 1.73933], [-4.47134, 1.06644, 0.88449], [-4.64983, 2.69487, 0.94185], [-5.93731, 3.26394, 1.35581], [-3.56334, 3.61836, 0.59181], [-3.03902, 0.71763, 3.29570], [-4.27083, 1.12122, 4.21953], [-5.57239, 1.02105, 3.64894], [-6.21176, -0.26299, 3.89875], [-1.62031, 0.34775, 3.89988], [-1.22206, 0.40670, 5.71102], [-0.08772, 1.37394, 6.04729], [-2.36350, 0.93952, 6.57408], [-0.90831, -1.31825, 6.44928], [-1.75643, -1.54837, 7.55745], [0.46289, -1.51057, 6.77603], [-1.34301, -2.24512, 5.43358], [3.49234, -1.18069, 4.55179], [4.40174, 0.32062, 3.98050], [3.64445, -0.90037, 2.73760], [2.13632, 1.40322, 3.05126], [2.12493, 0.99967, 4.84133], [0.48098, -2.44799, 3.30416], [0.13235, -0.79125, -0.45603], [1.08339, -1.58778, 0.88811], [-2.01645, 0.18694, -0.28525], [-5.40878, 0.49976, 1.24029], [-4.33672, 0.79908, -0.23255], [-5.85013, 3.35648, 2.34432], [-3.75495, 4.49370, 1.00718], [-4.26816, 0.36842, 5.10686], [-4.07770, 2.16131, 4.69221], [-7.06319, -0.36156, 3.11840], [-5.41498, -1.09261, 3.77715], [-6.64259, -0.26227, 4.96601], [-9.26987, 4.04033, 3.06225], [-8.38126, 2.96028, 3.31822], [-9.43681, 4.58677, 3.99089], [-8.82896, 4.71200, 2.32182], [-10.22326, 3.65383, 2.69412], [-8.25073, 2.49466, 2.48152], [4.59534, -0.11552, -2.10002], [3.51422, 0.70964, -2.51571], [5.29439, -0.22509, -2.92939], [5.10822, 0.34923, -1.25406], [4.21669, -1.10117, -1.81328], [2.91085, 0.79124, -1.76628], [8.53530, -0.66524, -4.13416], [7.14904, -0.86190, -3.88204], [9.08400, -0.77043, -3.19870], [8.88750, -1.41480, -4.84588], [8.69500, 0.33778, -4.53683], [6.68998, -0.76307, -4.72720], [5.32927, -3.11824, -6.67308], [5.65190, -2.03964, -7.53973], [4.81471, -2.72500, -5.79573], [4.67386, -3.82141, -7.19244], [6.24595, -3.62302, -6.35912], [6.10532, -2.41658, -8.30598], [2.72636, -0.25304, -6.50267], [2.29457, -1.26415, -7.39928], [1.86383, 0.12517, -5.95307], [3.44833, -0.67271, -5.79771], [3.18368, 0.56429, -7.06540], [3.07818, -1.57940, -7.87064], [1.95333, -1.56579, 10.17111], [2.16079, -2.46751, 9.09406], [2.72296, -1.73446, 10.92464], [2.02173, -0.53668, 9.80885], [0.96950, -1.74073, 10.61413], [1.46726, -2.29735, 8.44251], [8.68225, 0.21358, -8.90851], [8.08454, 0.29753, -7.62407], [9.43923, 0.99332, -8.99653], [9.15491, -0.76449, -9.03210], [7.92122, 0.36007, -9.67951], [7.41845, -0.40343, -7.57230], [-1.32478, -2.30874, -8.29328], [-1.18113, -0.89795, -8.32320], [-2.38073, -2.55457, -8.17430], [-0.95785, -2.73510, -9.23032], [-0.76138, -2.71698, -7.45016], [-0.23806, -0.71021, -8.42892], [-7.90104, -1.38947, 0.02340], [-7.71265, -0.71976, 1.26387], [-7.17779, -2.20200, -0.05134], [-8.91191, -1.80039, -0.02331], [-7.74448, -0.68921, -0.80076], [-8.36433, -0.00676, 1.30439], [10.74685, -3.48415, -2.60014], [11.07292, -2.40622, -3.46435], [10.23023, -3.08951, -1.72458], [10.09143, -4.18800, -3.11965], [11.66124, -3.99120, -2.28201], [11.52804, -2.78211, -4.22907], [-7.74233, 2.30587, 6.99025], [-7.52207, 1.39954, 5.91993], [-6.98675, 2.13519, 7.75791], [-7.66141, 3.33301, 6.62529], [-8.73450, 2.13873, 7.41654], [-8.20495, 1.57270, 5.25448], [-4.36865, 3.50516, -3.47031], [-3.97432, 3.09681, -2.16732], [-4.68822, 2.62770, -4.03326], [-5.19963, 4.21118, -3.39930], [-3.52389, 3.97374, -3.98068], [-3.69555, 3.88880, -1.68908]],
  "relative_energy_kcal_mol": 168.8,
  "total_energy_ha": -3323.20300,
  "orbital_gap_ev": 5.895,
  "total_charge": 1,
  "molar_mass_da": 814.5,
  "homo_energy_ev": -11.26,
  "multiplicity": 1
}


2.
{
  "formula": "C25H66BN2O8PS",
  "method": "wB97M-V/def2-TZVPD",
  "species": ["N", "C", "O", "B", "C", "C", "C", "S", "P", "N", "H", "H", "H", "H", "H", "H", "H", "H", "H", "H", "C", "C", "C", "O", "H", "H", "H", "H", "H", "H", "H", "H", "C", "C", "C", "O", "H", "H", "H", "H", "H", "H", "H", "H", "C", "C", "C", "O", "H", "H", "H", "H", "H", "H", "H", "H", "C", "C", "C", "O", "H", "H", "H", "H", "H", "H", "H", "H", "C", "C", "C", "O", "H", "H", "H", "H", "H", "H", "H", "H", "C", "C", "C", "O", "H", "H", "H", "H", "H", "H", "H", "H", "C", "C", "C", "O", "H", "H", "H", "H", "H", "H", "H", "H"],
  "xyz": [[3.24725, 5.74780, -1.92760], [2.53127, 4.79211, -1.94679], [1.94074, 3.51050, -1.90519], [0.55530, 3.62429, -2.34615], [-0.30265, 5.02069, -2.21752], [-1.84057, 4.87169, -2.63510], [-2.85081, 4.45894, -1.45552], [-2.07044, 4.00228, 0.16140], [-0.22368, 1.99172, -3.04945], [0.84886, 0.84023, -3.37456], [-0.12809, 5.54700, -1.21439], [0.17952, 5.71993, -3.00883], [-2.17803, 5.91327, -3.00542], [-2.03320, 4.16485, -3.51292], [-3.64919, 5.27291, -1.29931], [-3.43910, 3.53326, -1.81132], [-2.05983, 2.60134, 0.16805], [-1.03089, 2.33688, -4.19710], [-1.08881, 1.49885, -2.00244], [1.77662, 1.23923, -3.17165], [2.98118, -1.60522, -5.85591], [2.38866, -2.86701, -5.24812], [1.05248, -3.21419, -5.88592], [2.20962, -2.67898, -3.84699], [2.31989, -0.74741, -5.69655], [3.93506, -1.36115, -5.38048], [3.14612, -1.72386, -6.93026], [3.08561, -3.69991, -5.37843], [0.32480, -2.41186, -5.72772], [0.63306, -4.11603, -5.43160], [1.15944, -3.38121, -6.96105], [1.59283, -1.94215, -3.72094], [1.35680, 3.67446, 1.32412], [1.41703, 4.60033, 2.52844], [2.21774, 5.85609, 2.22105], [2.01477, 3.91331, 3.62571], [2.36036, 3.34848, 1.03094], [0.78824, 2.77103, 1.56196], [0.88722, 4.16834, 0.47066], [0.40298, 4.87590, 2.83113], [3.25090, 5.60593, 1.95911], [2.26249, 6.50690, 3.09825], [1.77380, 6.41499, 1.39289], [2.91239, 3.66508, 3.36804], [-5.75590, 0.87978, 3.34545], [-4.58869, 0.85743, 2.37096], [-3.29424, 0.46693, 3.06686], [-4.43958, 2.14771, 1.77956], [-5.58705, 1.61393, 4.13987], [-6.67706, 1.17282, 2.83456], [-5.90685, -0.10116, 3.80360], [-4.79861, 0.15160, 1.56228], [-3.04016, 1.18679, 3.85180], [-2.46197, 0.46595, 2.35761], [-3.37116, -0.52558, 3.51601], [-4.25357, 2.78021, 2.48620], [3.19659, 6.72620, -5.93581], [3.00703, 5.27635, -6.35325], [4.33974, 4.60621, -6.64770], [2.18140, 5.22094, -7.51498], [3.67351, 7.30399, -6.73417], [2.23033, 7.19828, -5.73835], [3.81256, 6.80039, -5.03594], [2.48859, 4.73030, -5.55976], [4.85620, 5.10999, -7.47111], [4.18760, 3.56880, -6.95717], [4.99004, 4.61756, -5.76922], [2.63103, 5.70106, -8.22267], [-3.50807, -4.55881, 4.49371], [-3.21791, -3.45028, 3.49432], [-2.82374, -4.01539, 2.13865], [-2.16174, -2.62833, 3.99051], [-2.62252, -5.18194, 4.65383], [-3.77857, -4.13850, 5.46551], [-4.32545, -5.19722, 4.14927], [-4.10110, -2.81420, 3.38461], [-1.91420, -4.61952, 2.21716], [-2.60713, -3.20770, 1.43418], [-3.62071, -4.63750, 1.72341], [-1.37585, -3.18165, 4.09090], [-2.70968, -3.87600, 8.96287], [-2.16079, -5.25263, 8.62191], [-0.67391, -5.34671, 8.92659], [-2.37967, -5.52094, 7.23848], [-2.21337, -3.10019, 8.37077], [-3.77604, -3.81907, 8.72839], [-2.57193, -3.64724, 10.02280], [-2.70114, -6.01468, 9.19005], [-0.10738, -4.62161, 8.33332], [-0.29071, -6.33686, 8.66617], [-0.47524, -5.16199, 9.98544], [-1.90576, -4.85212, 6.72681], [4.05917, -6.98100, -1.73928], [2.68157, -6.63271, -1.19756], [2.06370, -5.47233, -1.96165], [2.78789, -6.28913, 0.18302], [4.74385, -6.13256, -1.63916], [4.49616, -7.80856, -1.17385], [4.00867, -7.26573, -2.79342], [2.02836, -7.50714, -1.26542], [2.67859, -4.57187, -1.86989], [1.07951, -5.22533, -1.55468], [1.95362, -5.71202, -3.02227], [3.36400, -5.51665, 0.25340]],
  "total_energy_ha": -2467.82024,
  "smiles": "N#COB(CCCS)[PH2]=N.CC(C)O.CC(C)O.CC(C)O.CC(C)O.CC(C)O.CC(C)O.CC(C)O",
  "orbital_gap_ev": 8.151,
  "total_charge": 0,
  "molar_mass_da": 596.7,
  "homo_energy_ev": -8.97,
  "multiplicity": 1
}